{
  "formula": "C23H28N6O6",
  "method": "the ωB97M-V functional and the def2-TZVPD basis",
  "homo_energy_ev": -7.7121,
  "smiles": "COc1ccc(NC(=O)Cn2nnc(C(=O)NCCc3ccc(OC)c(OC)c3)c2N)c(OC)c1",
  "lumo_energy_ha": 0.0258,
  "elements": ["C", "O", "C", "C", "C", "C", "N", "C", "O", "C", "N", "N", "N", "C", "C", "O", "N", "C", "C", "C", "C", "C", "C", "O", "C", "C", "O", "C", "C", "C", "N", "C", "O", "C", "C", "H", "H", "H", "H", "H", "H", "H", "H", "H", "H", "H", "H", "H", "H", "H", "H", "H", "H", "H", "H", "H", "H", "H", "H", "H", "H", "H", "H"],
  "positions_angstrom": [[8.139, 1.669, 0.274], [7.631, 0.420, 0.671], [6.330, 0.120, 0.397], [5.887, -1.128, 0.825], [4.586, -1.526, 0.592], [3.704, -0.686, -0.070], [2.371, -1.011, -0.348], [1.653, -2.073, 0.069], [2.056, -3.005, 0.729], [0.193, -2.002, -0.418], [-0.352, -0.684, -0.331], [-0.408, 0.135, -1.407], [-0.979, 1.223, -1.071], [-1.297, 1.184, 0.242], [-2.199, 2.081, 0.950], [-2.409, 1.963, 2.149], [-2.831, 2.991, 0.157], [-4.167, 3.418, 0.497], [-5.223, 2.491, -0.150], [-4.803, 1.059, 0.038], [-4.882, 0.458, 1.284], [-4.320, -0.788, 1.486], [-3.676, -1.462, 0.460], [-3.010, -2.629, 0.786], [-3.357, -3.790, 0.055], [-3.642, -0.891, -0.824], [-3.011, -1.600, -1.806], [-2.913, -1.038, -3.095], [-4.206, 0.365, -1.008], [-0.889, -0.062, 0.742], [-0.940, -0.531, 2.004], [4.144, 0.577, -0.500], [3.202, 1.339, -1.139], [3.545, 2.633, -1.568], [5.452, 0.974, -0.268], [8.102, 1.793, -0.813], [9.178, 1.680, 0.600], [7.603, 2.494, 0.755], [6.580, -1.773, 1.339], [4.240, -2.490, 0.927], [1.900, -0.303, -0.901], [-0.412, -2.696, 0.172], [0.157, -2.305, -1.469], [-2.609, 2.922, -0.827], [-4.236, 3.363, 1.585], [-4.320, 4.451, 0.176], [-5.302, 2.720, -1.215], [-6.190, 2.679, 0.318], [-5.348, 0.976, 2.108], [-4.340, -1.249, 2.461], [-3.095, -3.697, -1.001], [-4.428, -4.001, 0.146], [-2.790, -4.603, 0.506], [-2.316, -0.122, -3.082], [-2.404, -1.788, -3.699], [-3.901, -0.841, -3.522], [-4.146, 0.837, -1.977], [-1.021, -1.529, 2.127], [-1.532, 0.044, 2.595], [3.851, 3.266, -0.729], [4.340, 2.610, -2.320], [2.638, 3.039, -2.013], [5.783, 1.943, -0.601]],
  "lowdin_charge": [-0.092, -0.083, -0.274, -0.004, 0.005, -0.146, 0.157, -0.443, 0.075, -0.023, -0.066, 0.039, 0.073, -0.154, -0.452, 0.051, 0.070, -0.165, -0.119, -0.240, -0.039, 0.006, -0.228, -0.118, -0.068, -0.204, -0.109, -0.082, 0.023, -0.255, 0.203, -0.199, -0.092, -0.074, 0.043, 0.095, 0.093, 0.096, 0.117, 0.106, 0.123, 0.125, 0.143, 0.126, 0.118, 0.117, 0.111, 0.116, 0.122, 0.126, 0.083, 0.099, 0.093, 0.075, 0.096, 0.096, 0.114, 0.106, 0.097, 0.099, 0.098, 0.097, 0.094]
}

=====

{
  "formula": "C23H28NPdS4",
  "method": "the ωB97M-V functional and the def2-TZVPD basis",
  "homo_energy_ev": [-11.0207, -11.0330],
  "lumo_energy_ha": [-0.0999, -0.1863],
  "total_charge": 1,
  "spin_multiplicity": 3,
  "s_squared": 2.01,
  "elements": ["Pd", "C", "C", "S", "C", "C", "S", "C", "C", "S", "H", "H", "H", "H", "H", "H", "H", "H", "H", "H", "H", "H", "C", "C", "C", "C", "C", "C", "C", "C", "S", "C", "N", "C", "C", "C", "C", "C", "C", "C", "C", "H", "H", "H", "H", "H", "H", "H", "H", "H", "H", "H", "H", "H", "H", "H", "H"],
  "positions_angstrom": [[-0.510, 0.880, -1.706], [-0.786, -1.210, -4.882], [-1.263, -2.144, -3.771], [-1.444, -1.373, -2.118], [-0.150, -2.209, -1.139], [1.258, -1.921, -1.619], [1.708, -0.142, -1.459], [2.484, 0.194, -3.081], [1.516, 0.422, -4.242], [1.028, -1.133, -5.083], [-1.174, -0.200, -4.759], [-1.148, -1.593, -5.836], [-0.598, -3.000, -3.665], [-2.260, -2.520, -3.997], [-0.351, -3.280, -1.158], [-0.322, -1.844, -0.127], [1.368, -2.180, -2.668], [1.979, -2.485, -1.027], [3.160, -0.635, -3.284], [3.087, 1.086, -2.912], [1.983, 1.050, -4.999], [0.613, 0.929, -3.893], [0.379, -2.834, 4.652], [1.246, -1.850, 3.850], [1.766, -2.575, 2.607], [2.444, -1.414, 4.708], [0.419, -0.621, 3.480], [-0.219, 0.114, 4.498], [-0.971, 1.240, 4.242], [-1.112, 1.652, 2.922], [-1.984, 2.997, 2.262], [-1.471, 2.525, 0.667], [-0.734, 1.453, 0.633], [-0.497, 0.937, 1.889], [0.283, -0.184, 2.176], [-1.833, 3.250, -0.545], [-2.601, 4.414, -0.511], [-2.916, 5.072, -1.688], [-2.467, 4.580, -2.905], [-1.696, 3.423, -2.952], [-1.392, 2.752, -1.779], [0.953, -3.734, 4.876], [-0.510, -3.123, 4.088], [0.054, -2.405, 5.599], [2.315, -3.468, 2.905], [2.447, -1.941, 2.033], [0.938, -2.888, 1.965], [3.041, -2.285, 4.984], [2.113, -0.926, 5.624], [3.081, -0.716, 4.162], [-0.108, -0.196, 5.528], [-1.435, 1.789, 5.051], [0.800, -0.657, 1.353], [-2.942, 4.795, 0.444], [-3.510, 5.976, -1.656], [-2.712, 5.096, -3.825], [-1.348, 3.058, -3.911]],
  "lowdin_spin": [1.091, 0.005, 0.011, 0.106, 0.008, 0.010, 0.124, 0.014, 0.020, 0.002, 0.002, 0.000, 0.001, 0.002, 0.001, 0.000, 0.000, 0.002, 0.003, 0.000, 0.000, 0.015, 0.000, 0.000, 0.000, 0.000, 0.000, 0.001, 0.001, 0.005, 0.006, 0.007, 0.082, 0.007, 0.000, 0.059, 0.006, 0.027, 0.009, 0.082, 0.275, 0.000, 0.000, 0.000, 0.000, 0.000, 0.000, 0.000, 0.000, 0.000, 0.000, 0.000, 0.000, 0.001, 0.002, 0.001, 0.011]
}

=====

{
  "formula": "C23H29AgN3O4Se",
  "method": "the ωB97M-V functional and the def2-TZVPD basis",
  "homo_energy_ev": [-0.9864, -0.9859],
  "lumo_energy_ha": [0.0932, 0.0932],
  "total_charge": -1,
  "elements": ["Ag", "O", "C", "C", "O", "O", "C", "C", "C", "C", "C", "C", "C", "C", "C", "C", "C", "C", "H", "H", "H", "H", "H", "H", "H", "H", "H", "H", "H", "C", "N", "C", "C", "N", "C", "C", "Se", "H", "H", "H", "H", "H", "H", "H", "H", "C", "N", "C", "C", "C", "O", "H", "H", "H", "H", "H", "H", "H", "H", "H", "H"],
  "positions_angstrom": [[-0.382, -1.331, -0.878], [0.287, 0.510, -0.878], [-0.536, 1.676, -0.883], [-1.992, 1.015, -0.881], [-3.005, 1.781, -0.884], [-1.966, -0.265, -0.878], [-0.264, 2.474, -2.177], [-1.117, 3.516, -2.585], [-0.870, 4.263, -3.742], [0.240, 3.984, -4.530], [1.095, 2.950, -4.164], [0.844, 2.206, -3.005], [-0.265, 2.483, 0.406], [0.843, 2.220, 1.237], [1.092, 2.973, 2.391], [0.237, 4.009, 2.749], [-0.872, 4.283, 1.959], [-1.118, 3.528, 0.807], [1.434, 0.650, -0.879], [-2.014, 3.742, -2.012], [-1.562, 5.051, -4.025], [0.426, 4.555, -5.433], [1.952, 2.707, -4.785], [1.520, 1.388, -2.779], [1.518, 1.401, 1.018], [1.949, 2.734, 3.014], [0.422, 4.587, 3.649], [-1.564, 5.073, 2.236], [-2.015, 3.750, 0.232], [-1.036, -4.440, 1.562], [-1.979, -3.346, 1.783], [-2.381, -2.868, 2.978], [-3.274, -1.838, 2.755], [-3.420, -1.683, 1.423], [-4.272, -0.704, 0.755], [-2.623, -2.611, 0.851], [-2.448, -2.832, -0.878], [-0.676, -4.846, 2.531], [-0.163, -4.070, 0.984], [-1.534, -5.255, 0.997], [-2.052, -3.238, 3.940], [-3.777, -1.247, 3.510], [-4.807, -0.077, 1.502], [-5.023, -1.227, 0.127], [-3.652, -0.043, 0.114], [4.296, -1.185, -1.026], [3.611, -2.086, -0.114], [4.413, -2.937, 0.748], [2.224, -2.073, -0.127], [1.481, -2.997, 0.808], [1.585, -1.331, -0.878], [5.381, -1.273, -0.937], [3.998, -0.157, -0.801], [3.998, -1.423, -2.052], [5.482, -2.775, 0.584], [4.177, -3.984, 0.536], [4.177, -2.713, 1.792], [2.124, -3.614, 1.433], [0.850, -3.662, 0.212], [0.850, -2.392, 1.466], [0.155, -2.986, -0.878]],
  "lowdin_charge": [0.662, -0.279, -0.290, -0.496, -0.018, -0.314, -0.094, -0.021, -0.088, -0.117, -0.093, -0.018, -0.093, -0.021, -0.095, -0.118, -0.088, -0.021, 0.208, 0.100, 0.096, 0.091, 0.095, 0.100, 0.095, 0.094, 0.091, 0.096, 0.101, -0.065, -0.135, -0.103, -0.092, -0.128, -0.038, -0.797, 0.690, 0.095, 0.000, 0.089, 0.102, 0.106, 0.094, 0.087, 0.050, -0.059, -0.154, -0.078, -0.471, -0.132, -0.185, 0.077, 0.080, 0.090, 0.076, 0.085, 0.081, 0.064, -0.030, 0.094, -0.056]
}

=====

{
  "formula": "C23H29FN2O4RuSb2",
  "method": "the ωB97M-V functional and the def2-TZVPD basis",
  "homo_energy_ev": -13.9763,
  "lumo_energy_ha": -0.2712,
  "total_charge": 2,
  "elements": ["Ru", "C", "C", "C", "C", "C", "H", "H", "H", "H", "H", "C", "Sb", "C", "C", "C", "C", "C", "C", "C", "C", "C", "Sb", "C", "C", "H", "H", "H", "H", "H", "H", "H", "H", "H", "H", "H", "H", "H", "H", "H", "H", "H", "H", "H", "H", "F", "C", "C", "N", "C", "C", "O", "O", "C", "O", "N", "C", "O", "H", "H", "H", "H"],
  "positions_angstrom": [[-0.434, 1.283, -0.665], [-1.083, 3.373, -0.564], [-2.136, 2.552, 0.020], [-2.606, 1.662, -0.954], [-1.888, 1.952, -2.165], [-0.996, 3.023, -1.927], [-0.567, 4.188, -0.089], [-2.553, 2.655, 1.010], [-3.391, 0.935, -0.828], [-1.976, 1.418, -3.103], [-0.296, 3.430, -2.640], [2.176, -1.692, -0.909], [0.750, -0.923, 0.450], [-0.760, -2.380, 0.629], [1.960, -1.247, 2.189], [1.346, -1.029, 3.537], [0.917, -2.109, 4.299], [0.405, -1.919, 5.576], [0.336, -0.640, 6.107], [0.755, 0.445, 5.349], [1.251, 0.264, 4.064], [1.591, 1.450, 3.217], [-0.088, 1.854, 1.927], [-1.642, 0.879, 2.980], [-0.270, 3.917, 2.397], [2.681, -2.493, -0.369], [2.907, -0.943, -1.199], [1.669, -2.125, -1.766], [-0.316, -3.369, 0.525], [-1.499, -2.222, -0.153], [-1.223, -2.296, 1.611], [2.871, -0.666, 2.043], [2.228, -2.296, 2.052], [1.009, -3.114, 3.905], [0.084, -2.770, 6.161], [-0.039, -0.485, 7.110], [0.700, 1.443, 5.767], [2.510, 1.363, 2.640], [1.658, 2.359, 3.816], [-1.811, 1.394, 3.925], [-1.333, -0.143, 3.197], [-2.555, 0.870, 2.390], [-0.223, 3.981, 3.484], [-1.201, 4.366, 2.063], [0.580, 4.453, 1.978], [0.245, -4.396, -5.921], [-0.069, -3.145, -5.632], [0.769, -2.352, -4.969], [0.425, -1.036, -4.667], [1.310, -0.161, -3.943], [0.766, 0.232, -2.592], [1.301, 1.154, -1.925], [-0.252, -0.343, -2.069], [-0.775, -0.485, -5.059], [-1.061, 0.669, -4.773], [-1.603, -1.320, -5.750], [-1.382, -2.669, -6.089], [-2.199, -3.312, -6.680], [1.747, -2.688, -4.656], [1.482, 0.765, -4.494], [2.280, -0.638, -3.803], [-2.479, -0.923, -6.064]],
  "lowdin_charge": [0.897, -0.189, -0.234, -0.101, -0.090, -0.078, 0.102, 0.097, 0.136, 0.107, 0.149, -0.223, 1.465, -0.238, -0.277, -0.302, -0.029, -0.042, -0.043, -0.039, -0.326, -0.253, 1.443, -0.227, -0.248, 0.039, 0.041, 0.024, 0.037, 0.021, 0.018, 0.079, 0.079, 0.123, 0.120, 0.120, 0.125, 0.072, 0.074, 0.043, 0.016, 0.021, 0.036, 0.029, 0.039, 0.133, -0.184, 0.060, 0.002, -0.025, -0.642, -0.077, -0.161, -0.454, 0.064, 0.237, -0.369, 0.165, 0.149, 0.160, 0.148, 0.181]
}